Record 1
C41H34GeN4O3Tl | the ωB97M-V functional and the def2-TZVPD basis

ORCA input file:
```
! wB97M-V def2-TZVPD RIJCOSX def2/J DEFGRID3
* xyz -1 1
Tl 0.121 0.566 0.242
C 4.649 -6.051 -0.527
O 5.886 -5.401 -0.290
C 5.938 -4.546 0.768
C 7.118 -3.829 0.921
C 7.254 -2.939 1.971
C 6.211 -2.714 2.863
C 5.047 -3.457 2.722
C 4.906 -4.374 1.686
N 6.481 -1.833 3.974
N 5.618 -1.070 4.441
C 4.356 -0.855 3.816
C 3.263 -0.845 4.659
C 1.952 -0.811 4.196
C 1.659 -0.712 2.824
O 0.486 -0.737 2.351
C 2.817 -0.539 1.941
N 2.546 -0.294 0.638
C 3.529 -0.125 -0.215
C 4.876 -0.137 0.182
C 5.173 -0.364 1.495
C 4.141 -0.617 2.427
H 4.776 -6.632 -1.436
H 3.842 -5.329 -0.667
H 4.386 -6.725 0.292
H 7.922 -3.991 0.213
H 8.178 -2.388 2.105
H 4.233 -3.324 3.423
H 3.984 -4.930 1.602
H 3.460 -0.939 5.723
H 1.117 -0.872 4.885
H 3.253 0.067 -1.247
H 5.656 0.049 -0.544
H 6.201 -0.335 1.827
O -0.770 0.071 -2.460
C -1.238 -1.214 -2.758
C -1.520 -2.118 -1.568
C -2.206 -3.312 -1.764
C -2.489 -4.112 -0.673
C -2.106 -3.690 0.589
C -1.435 -2.485 0.702
N -1.134 -1.728 -0.358
H -1.390 0.607 -1.888
H -0.456 -1.684 -3.362
H -2.139 -1.187 -3.380
H -2.518 -3.598 -2.763
H -3.024 -5.046 -0.804
H -2.338 -4.265 1.476
H -1.113 -2.101 1.665
C -1.458 2.002 -0.312
Ge -2.465 2.064 1.339
C -3.950 3.282 0.874
C -5.045 3.443 1.727
C -6.082 4.316 1.411
C -6.041 5.039 0.223
C -4.964 4.882 -0.641
C -3.927 4.012 -0.316
C -1.759 2.790 3.050
C -0.808 2.081 3.797
C -0.257 2.615 4.958
C -0.642 3.877 5.397
C -1.578 4.598 4.667
C -2.127 4.059 3.507
C -3.431 0.395 1.876
C -3.383 -0.185 3.146
C -4.037 -1.387 3.419
C -4.764 -2.026 2.423
C -4.827 -1.463 1.151
C -4.158 -0.275 0.884
H -5.090 2.874 2.653
H -6.921 4.431 2.088
H -6.847 5.720 -0.026
H -4.932 5.442 -1.570
H -3.079 3.896 -0.985
H -0.486 1.095 3.466
H 0.483 2.048 5.512
H -0.210 4.297 6.298
H -1.878 5.586 4.998
H -2.851 4.641 2.948
H -2.830 0.308 3.940
H -3.983 -1.821 4.412
H -5.276 -2.959 2.634
H -5.387 -1.959 0.366
H -4.192 0.149 -0.117
*
```

The LUMO energy (alpha / beta) is 0.0769 / 0.0769 Ha. The calculation puts the energy above the lowest of the compared OMol25 structures with the same formula, charge and spin at 0.0 kJ/mol. As for the HOMO-LUMO gap (alpha / beta): 5.33 / 5.33 eV. The value obtained for the HOMO energy (alpha / beta) is -3.239 / -3.238 eV.

***

Record 2
C41H35ClN2NiSi2 | the ωB97M-V functional and the def2-TZVPD basis

ORCA input file:
```
! wB97M-V def2-TZVPD RIJCOSX def2/J DEFGRID3
* xyz 0 3
C 1.147 1.401 1.681
C 1.751 0.112 1.820
C 2.708 -0.029 0.772
H 1.625 -0.582 2.634
C 2.672 1.159 -0.030
C 1.717 2.046 0.541
H 1.539 3.066 0.224
H 0.436 1.839 2.369
H 3.389 -0.862 0.676
H 3.326 1.379 -0.865
Ni 0.827 0.294 -0.038
Si 5.342 -2.791 -1.849
C 4.957 -4.639 -2.179
C 4.545 -5.112 -3.429
H 4.372 -4.425 -4.263
C 4.343 -6.483 -3.634
H 4.001 -6.842 -4.606
C 4.586 -7.389 -2.602
H 4.424 -8.458 -2.760
C 5.040 -6.916 -1.370
H 5.240 -7.620 -0.564
C 5.228 -5.548 -1.159
H 5.595 -5.182 -0.198
C 6.412 -2.556 -3.414
C 7.712 -3.072 -3.355
H 8.076 -3.488 -2.413
C 8.521 -3.095 -4.496
H 9.524 -3.505 -4.429
C 8.049 -2.602 -5.714
H 8.674 -2.619 -6.608
C 6.760 -2.078 -5.773
H 6.374 -1.674 -6.704
C 5.942 -2.068 -4.634
H 4.926 -1.680 -4.708
H 6.281 -2.748 -0.705
Si 1.351 -3.611 -3.126
C 2.627 -2.224 -2.815
C 3.504 -2.210 -1.649
H 3.198 -2.743 -0.740
C 4.462 -1.125 -1.464
H 4.924 -0.937 -0.487
C 4.503 -0.066 -2.430
H 5.252 0.723 -2.292
C 3.570 -0.044 -3.430
H 3.556 0.799 -4.126
C 2.659 -1.100 -3.626
H 1.967 -1.040 -4.478
C 1.401 -4.542 -1.499
C 1.374 -3.919 -0.228
H 1.143 -2.845 -0.150
C 1.691 -4.643 0.930
H 1.790 -4.125 1.892
C 1.884 -6.025 0.854
H 2.124 -6.600 1.753
C 1.756 -6.665 -0.382
H 1.909 -7.740 -0.451
C 1.476 -5.933 -1.547
H 1.346 -6.447 -2.504
H 1.260 -4.202 -4.390
Cl -0.438 -2.593 -2.922
C -1.025 2.374 -3.350
C -0.044 1.906 -2.464
N -0.309 0.957 -1.533
C -1.611 0.508 -1.442
C -2.658 0.964 -2.282
C -2.330 1.913 -3.266
C -3.973 0.430 -2.069
C -4.211 -0.529 -1.112
C -3.158 -1.035 -0.279
C -3.317 -2.049 0.684
C -2.224 -2.425 1.449
C -0.987 -1.793 1.284
N -0.775 -0.859 0.325
C -1.862 -0.482 -0.436
H -0.741 3.115 -4.097
H 0.981 2.282 -2.493
H -3.119 2.266 -3.932
H -4.786 0.806 -2.695
H -5.217 -0.930 -0.967
H -4.299 -2.505 0.800
H -2.307 -3.211 2.201
H -0.137 -2.046 1.921
*
```

The LUMO energy (alpha / beta) is -0.0077 / -0.0094 Ha. The calculation puts the energy above the lowest of the compared OMol25 structures with the same formula, charge and spin at 174.2 kJ/mol. As for the HOMO-LUMO gap (alpha / beta): 5.57 / 5.57 eV. The value obtained for the HOMO energy (alpha / beta) is -5.783 / -5.823 eV.